69
Properties=species:S:1:pos:R:3:forces:R:3 method="wB97M-V/def2-TZVPD" lumo_energy_ev=2.08 gap_ev=6.2 homo_ev=-4.077 total_charge=-1
C -0.524 1.452 2.679 0.38 -0.71 0.33
C 0.401 0.286 2.262 -0.38 0.82 0.06
C -0.127 -0.533 1.063 0.77 -0.27 0.62
C -0.389 -2.028 1.327 0.10 0.01 -0.53
C 0.797 -2.746 1.994 -0.25 0.39 -0.97
Sb -2.278 -2.555 2.331 1.20 -0.24 2.02
Cl -3.032 -3.808 0.287 -0.41 -0.17 -0.75
C -3.350 -0.713 1.648 -0.74 -0.68 -1.08
S -5.097 -1.023 1.666 0.36 1.70 0.15
O -5.609 -0.607 2.959 0.09 -0.69 0.26
O -5.760 -0.410 0.533 0.09 -0.48 -0.30
B -1.707 -1.657 4.349 0.03 0.92 0.38
N -2.655 -0.739 5.046 0.25 -0.36 0.11
O -0.484 -1.913 5.000 -0.74 -0.17 -0.08
H 0.090 2.237 3.104 -0.03 0.26 0.10
H -1.231 1.171 3.458 -0.24 -0.12 -0.18
H -1.014 1.840 1.797 -0.33 0.22 0.05
H 0.633 -0.298 3.150 -0.05 -0.27 -0.09
H 1.332 0.768 1.968 0.20 -0.13 -0.06
H -0.957 0.016 0.623 -0.27 -0.29 -0.04
H 0.662 -0.497 0.306 0.01 -0.02 -0.15
H -0.446 -2.497 0.343 -0.50 -0.04 -0.08
H 0.500 -3.747 2.294 0.04 -0.02 0.41
H 1.543 -2.883 1.206 0.29 0.00 0.12
H 1.257 -2.169 2.787 -0.06 -0.22 0.35
H -3.782 -3.077 3.080 -0.19 0.01 -0.29
H -1.549 -4.075 2.880 -0.02 -0.09 -0.27
H -3.103 -0.574 0.598 0.02 -0.04 -0.14
H -3.100 0.195 2.181 -0.26 0.01 0.35
H -5.181 -2.379 1.514 0.11 0.27 0.15
H -3.575 -1.178 5.029 -0.10 0.09 -0.17
H -2.801 0.101 4.494 -0.03 0.08 0.03
H -0.610 -2.754 5.460 0.45 -0.06 -0.05
C 1.762 -2.025 -2.085 0.03 -0.03 0.11
C 2.905 -1.191 -2.649 -0.28 -0.02 0.05
C 4.263 -1.901 -2.587 -0.16 0.18 0.19
C 4.637 -2.210 -1.200 -0.16 0.14 -1.13
N 4.931 -2.451 -0.125 0.27 -0.18 0.93
H 1.906 -2.239 -1.024 0.09 -0.06 -0.02
H 0.820 -1.492 -2.180 -0.01 -0.03 -0.03
H 1.670 -2.974 -2.619 -0.02 -0.01 0.03
H 2.961 -0.247 -2.104 0.08 0.01 -0.04
H 2.685 -0.947 -3.692 0.10 0.03 -0.01
H 5.040 -1.269 -3.019 0.07 -0.06 0.01
H 4.231 -2.832 -3.155 0.02 -0.04 0.03
C 1.306 -0.619 -7.145 0.04 -0.05 -0.02
C 0.297 -1.761 -7.143 0.21 0.10 -0.11
C -1.024 -1.388 -6.464 0.25 -0.10 0.12
C -0.798 -1.026 -5.059 -0.42 -0.26 -1.04
N -0.622 -0.752 -3.967 0.20 0.33 0.85
H 1.586 -0.331 -6.130 -0.07 0.02 0.01
H 2.219 -0.917 -7.663 -0.01 0.02 -0.02
H 0.903 0.261 -7.651 0.01 0.01 0.02
H 0.735 -2.626 -6.641 -0.09 -0.03 0.01
H 0.091 -2.060 -8.173 -0.08 -0.04 0.03
H -1.718 -2.228 -6.498 -0.06 0.03 0.05
H -1.492 -0.544 -6.972 -0.02 0.02 0.03
C -0.091 6.781 2.722 0.00 0.00 0.04
C 1.385 6.409 2.815 -0.18 0.16 0.10
C 1.911 5.740 1.541 -0.14 -0.13 0.27
C 1.179 4.496 1.271 0.69 0.95 0.00
N 0.604 3.534 1.062 -0.30 -0.55 -0.47
H -0.718 5.898 2.592 0.03 -0.01 -0.05
H -0.416 7.280 3.636 0.00 0.02 -0.02
H -0.273 7.458 1.884 -0.02 -0.01 0.00
H 1.533 5.743 3.666 0.08 -0.03 -0.04
H 1.971 7.310 3.007 0.08 -0.05 -0.04
H 2.970 5.504 1.647 0.01 -0.04 -0.07
H 1.798 6.405 0.684 -0.01 -0.02 -0.03

***

94
Properties=species:S:1:pos:R:3:forces:R:3 method="wB97M-V/def2-TZVPD" lumo_energy_ev="0.49 / 0.49" gap_ev="7.9 / 8.0" multiplicity=8 de_lowest_ev=3.559 homo_ev="-7.396 / -7.531"
Gd -0.576 0.336 -0.407 0.55 -2.73 -1.08
C 2.163 1.454 -3.615 0.21 -0.15 0.18
C 3.467 1.585 -2.852 0.00 0.26 -0.31
C 3.517 2.781 -1.916 0.07 -0.30 0.02
O 3.797 0.350 -2.135 -0.37 -0.27 0.34
P 3.014 -0.411 -0.984 0.69 0.12 -0.32
O 1.906 0.282 -0.298 0.40 0.22 -0.35
C 2.472 -1.992 -1.683 -0.24 0.35 0.53
P 1.243 -2.727 -0.549 0.05 -0.81 -0.44
O 0.305 -1.826 0.149 0.08 -0.33 0.22
O 2.139 -3.550 0.478 -0.16 -0.03 -0.15
C 2.472 -3.009 1.790 0.05 -0.04 0.38
C 3.844 -3.558 2.131 -0.10 0.06 -0.17
C 1.416 -3.411 2.802 -0.03 0.05 -0.21
O 0.584 -3.804 -1.496 0.40 0.05 0.24
C 0.165 -5.169 -1.218 -0.15 -0.26 0.08
C -0.648 -5.269 0.063 0.13 0.27 -0.17
C 1.364 -6.107 -1.244 -0.07 0.30 -0.06
O 4.149 -0.769 0.064 -0.16 -0.03 -0.07
C 5.575 -0.950 -0.123 0.29 0.06 -0.06
C 6.279 0.393 -0.245 -0.21 -0.06 0.03
C 5.912 -1.881 -1.277 -0.19 0.07 0.11
H 2.048 2.304 -4.288 0.03 0.03 0.00
H 1.316 1.457 -2.935 -0.18 -0.05 0.01
H 2.164 0.539 -4.210 -0.05 0.03 0.00
H 4.290 1.651 -3.566 0.02 -0.03 0.03
H 2.805 2.647 -1.108 -0.14 0.05 0.12
H 3.252 3.684 -2.466 0.01 0.01 -0.02
H 4.516 2.900 -1.492 -0.03 0.03 -0.02
H 3.297 -2.695 -1.775 0.05 0.00 0.04
H 2.028 -1.830 -2.661 -0.13 0.06 0.05
H 2.505 -1.921 1.721 0.02 0.01 -0.06
H 3.810 -4.648 2.154 0.02 0.00 0.03
H 4.168 -3.195 3.107 -0.02 0.01 0.00
H 4.571 -3.248 1.381 0.03 -0.02 0.02
H 1.378 -4.497 2.907 0.01 -0.01 0.00
H 0.439 -3.041 2.490 0.00 0.00 0.05
H 1.659 -2.975 3.771 -0.01 -0.01 0.02
H -0.480 -5.395 -2.067 -0.01 0.05 0.00
H -0.002 -5.149 0.930 0.00 -0.01 0.10
H -1.130 -6.245 0.115 0.00 -0.01 0.00
H -1.410 -4.490 0.083 -0.03 -0.05 0.02
H 2.052 -5.852 -0.441 0.05 -0.05 0.05
H 1.885 -6.022 -2.198 0.01 -0.04 0.02
H 1.033 -7.137 -1.114 -0.03 0.01 -0.01
H 5.881 -1.417 0.814 -0.02 -0.01 0.00
H 6.024 0.873 -1.188 0.04 0.02 -0.02
H 7.358 0.242 -0.208 0.01 0.00 0.03
H 5.985 1.047 0.576 0.03 0.01 -0.01
H 5.542 -1.469 -2.217 0.04 -0.05 -0.03
H 5.490 -2.876 -1.121 0.00 0.01 -0.02
H 6.994 -1.980 -1.349 0.01 -0.02 0.01
C -5.101 3.055 0.814 0.22 -0.34 0.14
C -3.940 3.102 1.808 -0.13 0.43 0.11
C -4.441 3.578 3.167 0.10 -0.16 -0.07
C -2.828 4.014 1.302 0.01 -0.25 0.00
O -3.377 1.784 2.075 0.07 -0.26 -0.34
P -2.920 0.686 1.000 -1.83 0.13 0.84
O -1.706 -0.030 1.541 -0.11 0.06 0.22
O -2.663 1.236 -0.373 -0.46 0.29 0.36
O -4.168 -0.298 0.852 0.22 0.22 0.13
C -4.888 -1.008 1.886 -0.24 -0.26 0.24
C -6.107 -0.177 2.283 0.19 0.04 -0.10
C -4.022 -1.306 3.108 0.12 0.12 -0.29
C -5.339 -2.304 1.221 0.09 0.12 -0.07
H -5.482 4.063 0.648 0.03 0.01 0.03
H -5.909 2.436 1.205 0.00 0.04 -0.03
H -4.770 2.640 -0.135 0.00 0.01 -0.13
H -4.785 4.610 3.095 -0.02 0.01 0.00
H -3.639 3.519 3.903 -0.01 0.04 -0.01
H -5.270 2.954 3.504 -0.01 0.01 0.03
H -3.215 5.019 1.126 -0.02 0.00 0.01
H -2.431 3.612 0.372 0.06 0.08 -0.07
H -2.023 4.065 2.037 0.01 0.00 -0.03
H -5.796 0.710 2.834 -0.02 0.02 0.02
H -6.776 -0.765 2.912 0.02 -0.01 0.02
H -6.645 0.134 1.387 -0.03 -0.02 0.02
H -3.645 -0.377 3.534 0.02 -0.01 0.11
H -3.168 -1.921 2.826 0.00 0.00 0.04
H -4.611 -1.829 3.861 -0.05 0.00 -0.02
H -6.004 -2.076 0.387 0.01 -0.05 -0.01
H -5.866 -2.938 1.934 -0.01 0.02 0.01
H -4.473 -2.842 0.835 0.00 -0.01 0.02
C 0.478 4.807 -0.392 0.01 -0.05 0.18
O 0.149 3.839 -1.398 0.10 -0.21 -0.26
C -0.027 2.550 -1.074 0.24 0.75 0.31
O 0.045 2.259 0.157 0.65 2.66 0.69
H -0.304 5.564 -0.378 -0.02 0.00 -0.01
H 1.426 5.268 -0.667 -0.02 0.00 -0.02
H 0.560 4.336 0.584 -0.01 0.06 0.01
F -1.583 0.470 -2.736 -0.24 -0.31 -0.36
C -1.466 -0.898 -2.328 -0.09 0.33 -0.38
F 0.048 -0.953 -2.381 0.25 -0.19 -0.56
H -1.726 -1.457 -3.232 -0.03 -0.09 0.09

***

19
Properties=species:S:1:pos:R:3:forces:R:3 method="wB97M-V/def2-TZVPD" lumo_energy_ev=0.94 gap_ev=9.3 smiles=CN[C@H](CN)CO de_lowest_ev=1.775 homo_ev=-8.380
C 1.241 0.764 2.017 0.40 0.09 -1.25
N 0.673 1.144 0.708 0.24 0.48 0.24
C -0.253 0.236 0.095 -0.26 -0.79 -1.50
C 0.416 -1.063 -0.482 -0.40 0.74 1.20
N -0.447 -2.230 -0.561 -0.32 -0.09 0.22
C -0.930 0.959 -1.077 -0.45 0.00 0.97
O -1.995 0.161 -1.637 1.00 0.23 -0.28
H 1.519 1.667 2.544 -0.12 0.16 0.32
H 0.532 0.179 2.588 -0.04 -0.12 0.17
H 2.171 0.221 1.820 -0.12 -0.38 0.59
H 1.456 1.236 0.070 -0.06 0.31 -0.02
H -1.032 -0.066 0.777 -0.21 -0.04 0.58
H 0.865 -0.804 -1.444 0.05 -0.24 -0.08
H 1.204 -1.283 0.240 0.29 -0.27 -0.30
H -0.685 -2.474 0.396 0.19 -0.29 0.00
H -1.353 -1.971 -0.941 0.16 0.14 -0.38
H -1.390 1.893 -0.737 0.42 0.10 -0.05
H -0.126 1.133 -1.796 -0.25 0.29 -0.27
H -1.866 0.297 -2.579 -0.52 -0.32 -0.17

***

111
Properties=species:S:1:pos:R:3:forces:R:3 method="wB97M-V/def2-TZVPD" lumo_energy_ev=-0.08 gap_ev=9.3 smiles="CNC(C)=O.CNC(C)=O.CNC(C)=O.CNC(C)=O.CNC(C)=O.CNC(C)=O.C1CCOC1.C1CCOC1.C1CCOC1" de_lowest_ev=0.000 homo_ev=-9.343
C -12.037 -17.785 13.346 0.73 -0.18 0.26
N -13.050 -17.758 14.380 -0.35 -0.11 -0.29
C -14.361 -17.463 14.150 -0.44 0.67 -0.08
C -15.237 -17.565 15.389 0.57 0.49 0.14
O -14.816 -17.077 13.078 0.56 -0.66 0.31
H -11.724 -16.790 13.028 -0.20 0.03 -0.18
H -12.283 -18.411 12.488 -0.53 0.28 0.05
H -11.160 -18.274 13.768 0.07 0.11 0.13
H -12.748 -17.745 15.343 -0.04 -0.24 -0.31
H -14.597 -17.542 16.270 -0.14 -0.25 0.18
H -15.846 -18.469 15.402 0.01 0.14 -0.12
H -15.844 -16.661 15.441 -0.26 -0.24 -0.15
C -16.049 -20.595 5.072 1.67 -1.73 0.53
N -17.043 -19.677 4.733 -0.63 0.26 0.70
C -18.125 -19.976 4.004 -0.66 -0.28 -2.63
C -19.074 -18.841 3.904 -1.26 0.99 0.53
O -18.340 -20.999 3.337 0.79 0.70 1.62
H -16.323 -21.650 5.084 -0.73 0.10 -0.98
H -15.756 -20.574 6.122 0.38 1.01 0.05
H -15.212 -20.472 4.386 0.44 -0.27 0.35
H -16.917 -18.729 5.058 -0.28 -0.13 0.04
H -19.521 -18.685 2.923 0.23 -0.41 -0.01
H -18.721 -17.875 4.264 0.41 -0.03 -0.04
H -19.884 -19.077 4.595 -0.32 -0.08 -0.07
C -6.519 -17.125 5.735 -1.30 0.67 -0.18
N -7.807 -17.002 4.989 1.09 -2.38 0.75
C -8.364 -15.840 4.694 -1.00 2.52 -0.26
C -9.620 -15.792 3.811 -0.10 -0.66 0.10
O -7.880 -14.791 5.092 0.15 0.07 0.16
H -6.524 -16.495 6.625 -0.12 0.35 -0.30
H -5.733 -16.794 5.056 0.36 -0.43 0.37
H -6.463 -18.132 6.147 0.34 -0.11 -0.63
H -8.095 -17.863 4.546 -0.31 0.36 -0.01
H -10.175 -14.855 3.790 0.88 0.37 0.24
H -10.403 -16.478 4.134 0.30 -0.62 -0.12
H -9.287 -16.022 2.799 -0.30 -0.14 -0.12
C -18.986 -19.355 11.712 -0.79 0.34 0.07
N -20.177 -20.185 11.433 2.01 0.55 0.25
C -20.739 -20.343 10.224 -1.43 -0.49 -1.13
C -20.011 -19.906 8.898 0.20 -0.64 1.60
O -21.864 -20.852 10.176 1.07 0.37 -0.47
H -19.224 -18.320 11.468 0.01 0.20 0.15
H -18.069 -19.561 11.160 -0.23 -0.67 -0.13
H -18.752 -19.392 12.776 -0.08 -0.11 -0.11
H -20.722 -20.558 12.198 0.08 0.18 -0.11
H -20.077 -18.827 8.759 -0.65 -0.11 -0.37
H -20.414 -20.570 8.134 -0.27 0.69 -0.16
H -18.933 -20.069 8.904 0.11 -0.29 0.39
C -14.219 -16.862 8.248 -0.72 -0.55 -0.06
N -15.459 -16.210 8.653 1.80 0.10 1.24
C -16.474 -15.899 7.865 -0.08 -0.08 -0.40
C -17.567 -15.073 8.488 -0.26 0.06 -0.59
O -16.473 -16.244 6.690 -0.44 0.00 -0.30
H -14.090 -16.929 7.168 -0.25 0.37 0.10
H -14.333 -17.883 8.612 0.76 -0.16 0.06
H -13.385 -16.329 8.706 0.04 -0.28 -0.04
H -15.415 -15.953 9.629 -0.60 0.22 -0.18
H -17.179 -14.254 9.093 0.04 0.03 -0.15
H -18.246 -15.647 9.119 0.05 -0.19 -0.13
H -18.090 -14.717 7.600 -0.36 0.33 0.41
C -14.947 -16.197 1.995 -0.13 0.79 -1.66
N -14.504 -16.234 0.570 -0.70 0.12 3.26
C -14.034 -17.284 -0.090 0.06 -1.48 -0.31
C -13.798 -18.679 0.576 -0.57 1.33 -0.07
O -13.814 -17.111 -1.258 0.96 -0.48 -2.13
H -14.726 -17.085 2.587 0.55 0.25 -0.21
H -16.033 -16.095 2.002 -0.08 0.10 0.18
H -14.500 -15.258 2.321 -0.12 -0.37 1.00
H -14.392 -15.331 0.131 -0.13 -0.37 -0.25
H -13.051 -18.551 1.360 0.05 -0.23 0.02
H -13.484 -19.399 -0.179 0.09 0.35 0.05
H -14.724 -19.038 1.024 0.00 -0.02 0.13
C -18.705 -12.491 1.444 -1.46 -0.06 -1.06
C -17.905 -11.402 2.125 0.27 0.79 -0.69
C -17.964 -11.741 3.564 -0.66 -0.73 0.69
O -19.235 -12.387 3.707 -0.91 -0.77 0.62
C -19.694 -13.054 2.507 2.70 0.64 -0.32
H -18.109 -13.277 0.980 0.24 -0.01 0.33
H -19.329 -12.117 0.633 0.30 0.32 -0.23
H -18.389 -10.428 2.042 0.06 0.03 -0.55
H -16.885 -11.357 1.745 -0.05 0.23 -0.04
H -17.993 -10.901 4.258 0.03 0.15 -0.19
H -17.109 -12.350 3.859 -0.12 -0.59 0.17
H -20.743 -12.873 2.273 0.11 0.24 0.45
H -19.470 -14.120 2.480 -0.49 -0.26 0.83
C -18.714 -12.876 14.174 -1.03 -0.79 -0.93
C -19.913 -13.585 14.905 0.66 -0.25 0.76
C -20.316 -12.553 16.005 0.10 -0.11 -1.03
O -19.604 -11.353 15.720 1.16 0.42 0.03
C -18.988 -11.436 14.418 -0.85 0.55 0.18
H -18.699 -13.010 13.093 -0.28 -0.38 -0.12
H -17.704 -13.160 14.468 -0.28 -0.22 0.68
H -19.625 -14.550 15.321 0.40 0.13 0.33
H -20.812 -13.885 14.368 0.28 0.62 -0.85
H -20.113 -12.894 17.021 0.20 0.14 -0.01
H -21.378 -12.322 15.918 -0.17 -0.12 0.14
H -18.097 -10.837 14.229 0.16 0.26 1.10
H -19.695 -11.010 13.706 -0.36 -0.27 -0.28
C -13.212 -10.781 11.289 -0.56 -0.22 0.09
C -12.340 -9.821 12.076 0.98 0.65 0.55
C -11.023 -10.607 12.398 -1.48 -0.29 -0.87
O -11.259 -11.858 11.725 0.96 -0.71 0.37
C -12.655 -12.148 11.590 0.94 0.27 0.34
H -13.044 -10.585 10.230 -0.46 0.04 -0.02
H -14.253 -10.683 11.598 -0.12 0.04 -0.46
H -12.732 -9.485 13.036 -0.49 -0.07 -0.15
H -12.219 -8.934 11.453 0.42 0.10 0.24
H -10.905 -10.732 13.474 -0.18 -0.27 0.15
H -10.087 -10.166 12.054 -0.17 -0.11 -0.43
H -13.087 -12.607 12.480 0.09 0.21 0.55
H -12.752 -12.926 10.834 0.06 0.35 -0.36